Model 1:
This record from the Open Molecules 2025 dataset describes a 2-piece molecular cluster, C4H10NO overall. The level of theory is ωB97M-V/def2-TZVPD.

Cartesian coordinates (Å):
H -0.51 0.38 -1.84
H 0.68 -1.11 1.45
C 0.15 -0.53 0.73
H 1.52 0.28 -0.50
C -0.39 0.77 1.45
N 2.29 0.76 -0.97
H 0.27 1.72 1.59
H -1.90 -1.46 0.47
C -1.34 -0.03 -1.07
C -1.00 -1.20 -0.17
H -1.42 1.05 0.99
H -0.59 -2.23 -0.60
H 3.28 0.59 -0.71
O -2.54 0.08 -1.27
H -0.65 0.30 2.39
H 2.15 0.63 -1.94

LUMO energy: -8.27 eV
HOMO-LUMO gap: 6.37 eV
charge: +1

Model 2:
This record from the Open Molecules 2025 dataset describes an isolated ion of composition C4H10NO and charge +1. The level of theory is ωB97M-V/def2-TZVPD.

Cartesian coordinates (Å):
N -0.08 0.61 -0.68
O -0.78 -2.11 -0.54
H -1.58 2.21 -0.32
C 0.16 -0.20 0.61
C -0.41 -1.61 0.50
H -2.16 0.42 -0.26
C -1.45 1.16 -0.77
H 0.70 1.38 -0.82
H 0.02 -0.03 -1.51
H 2.12 -0.82 -0.03
H -1.70 1.17 -1.84
H 2.35 0.73 0.56
H -0.48 -2.18 1.41
C 1.65 -0.23 0.72
H 2.08 -0.75 1.61
H -0.44 0.24 1.34

structure (SMILES): C[NH2+][C@H](C)C=O
LUMO energy: -3.63 eV
HOMO-LUMO gap: 11.31 eV
charge: +1

Model 3:
This record from the Open Molecules 2025 dataset describes an isolated ion of composition C4H10NO and charge +1. The level of theory is ωB97M-V/def2-TZVPD.

Cartesian coordinates (Å):
H 1.44 -0.14 2.23
C -0.29 -0.74 1.11
C 0.38 0.13 2.15
H 1.64 1.26 -0.66
H -1.38 -0.71 1.17
H 0.10 -0.28 3.13
N -0.60 -1.16 -1.32
H 0.01 -1.76 1.36
H -0.78 -0.45 -2.05
C 0.30 -0.48 -0.30
H -1.50 -1.43 -0.93
C 0.60 0.93 -0.75
H 1.26 -0.99 -0.27
O -0.28 1.71 -0.97
H 0.16 1.19 2.08
H -0.11 -1.83 -1.92

structure (SMILES): CC[C@@H]([NH3+])C=O
LUMO energy: -4.21 eV
HOMO-LUMO gap: 10.69 eV
charge: +1

Model 4:
This record from the Open Molecules 2025 dataset describes an isolated ion of composition C4H10NO and charge +1. The level of theory is ωB97M-V/def2-TZVPD.

Cartesian coordinates (Å):
H 1.57 1.41 -0.89
C 0.92 -0.19 0.38
C -0.62 1.17 -0.35
H -2.31 -1.17 -0.33
C -1.36 -1.28 0.02
H 2.41 -1.37 0.56
N -0.39 -0.31 -0.42
H -1.19 1.45 0.51
H -0.87 -2.30 -0.10
H 0.52 -0.36 1.41
H -0.22 -0.53 -1.47
O 2.09 -0.70 -0.04
H -1.10 1.70 -1.14
C 0.84 1.51 -0.04
H 1.13 2.03 0.83
H -1.42 -1.06 1.06

structure (SMILES): C[N@H+]1CC[C@@H]1O
LUMO energy: -3.05 eV
HOMO-LUMO gap: 11.97 eV
charge: +1

model 3 is the most stable structure; the next one sits 6.3 kcal/mol above it.

Model 1:
This record from the Open Molecules 2025 dataset describes an isolated ion of composition C4H10NO and charge +1. The level of theory is ωB97M-V/def2-TZVPD.

Cartesian coordinates (Å):
C 0.04 -1.83 1.21
C 0.84 1.94 -0.39
O 0.35 -0.38 1.39
H -1.93 -1.75 0.63
H 0.85 -2.47 1.26
C -0.54 0.01 0.31
N 0.21 0.64 -0.79
H 1.16 1.70 0.64
H 1.77 2.21 -1.01
H 0.22 2.86 -0.33
H -0.32 0.90 -1.62
H -1.04 -1.92 -0.83
C -0.98 -1.46 0.13
H -1.24 0.62 0.79
H -0.62 -2.03 2.06
H 0.97 -0.06 -0.84

structure (SMILES): C[NH2+][C@H]1CCO1
LUMO energy: -3.41 eV
HOMO-LUMO gap: 11.53 eV
charge: +1

Model 2:
This record from the Open Molecules 2025 dataset describes a 2-piece molecular cluster, C4H10NO overall. The level of theory is ωB97M-V/def2-TZVPD.

Cartesian coordinates (Å):
C 0.51 -2.05 -1.31
C -0.84 2.83 0.52
H -1.83 3.29 0.47
H 1.29 -1.01 1.56
H -0.09 3.51 0.10
C 1.63 -1.69 0.77
H 1.14 -2.11 -2.21
H -2.48 1.58 -1.04
C -0.73 1.57 -0.21
N 1.15 -1.23 -0.42
H 2.71 -1.50 0.79
O -1.63 1.09 -0.93
H -0.54 2.68 1.56
H 1.41 -2.74 1.02
H -0.37 -1.52 -1.69
H 0.27 -3.07 -0.95

LUMO energy (spin up / spin down): -7.29 / -4.88 eV
HOMO-LUMO gap (spin up / spin down): 4.76 / 8.81 eV
charge: +1

model 1 is the most stable structure; the next one sits 87.7 kcal/mol above it.

Model 1:
This record from the Open Molecules 2025 dataset describes a 2-piece molecular cluster, CH3FS overall. The level of theory is ωB97M-V/def2-TZVPD.

Cartesian coordinates (Å):
C 0.19 0.37 0.41
H -1.23 0.37 -1.24
H 0.77 -0.98 -0.67
F 1.02 1.30 -0.09
S -1.50 0.51 0.05
H 0.25 0.32 1.54

LUMO energy: -0.16 eV
HOMO-LUMO gap: 9.21 eV
charge: 0

Model 2:
This record from the Open Molecules 2025 dataset describes a 2-piece molecular cluster, CH3FS overall. The level of theory is ωB97M-V/def2-TZVPD.

Cartesian coordinates (Å):
S -1.48 0.59 0.03
H -1.31 0.12 -1.30
C 0.28 0.38 0.41
F 1.13 1.29 -0.11
H 0.34 0.20 1.52
H 0.68 -0.97 -0.31

LUMO energy: 0.40 eV
HOMO-LUMO gap: 10.17 eV
charge: 0

model 2 is the most stable structure; the next one sits 28.2 kcal/mol above it.

Model 1:
This record from the Open Molecules 2025 dataset describes C37H34As2FIrN2O4S2 as an isolated structure. The level of theory is ωB97M-V/def2-TZVPD.

Cartesian coordinates (Å):
C 0.49 1.24 3.75
H 5.19 2.21 -2.21
H -2.89 1.86 -0.16
N -0.22 -1.61 -0.65
C -2.48 -0.85 3.35
H -4.20 -3.04 5.28
C 1.93 2.14 -3.10
C -0.30 -3.37 1.03
C 1.40 1.54 -1.94
C -0.99 -2.42 4.42
H -1.25 5.29 1.83
C 1.87 -1.33 3.15
N 2.27 1.22 -0.96
H 2.45 -1.65 1.11
H 2.35 3.09 2.50
H -1.46 2.16 3.50
H -1.24 -1.63 -0.66
C -1.19 -1.32 3.59
C 3.30 4.53 1.24
O 1.88 0.62 0.19
H -5.11 5.52 0.02
F -2.11 -0.11 0.41
H -0.19 -4.89 2.54
C 2.71 -1.81 2.15
H -1.91 -3.89 5.67
H 4.52 -2.87 1.70
H 4.20 4.55 1.84
H 5.13 -3.19 4.07
C -4.23 4.95 0.26
H 1.59 -1.13 5.28
C 4.22 -2.67 3.82
C -4.12 3.63 -0.16
As -0.38 2.50 1.31
H 2.89 -4.97 -0.44
C 3.88 -2.48 2.49
C 3.19 5.32 0.11
H 0.10 -1.47 -1.60
S -0.30 1.24 -1.78
H 0.30 1.02 4.80
C 1.41 -5.03 1.12
H -0.16 3.33 3.70
O 1.37 -6.74 3.07
H 1.90 -2.99 -1.53
H 4.01 5.97 -0.18
H -2.65 -0.04 2.66
C -3.20 5.54 0.98
H 1.24 2.40 -3.89
C -2.06 4.82 1.28
H -3.29 6.57 1.30
H 0.01 -2.81 4.59
H 4.15 1.16 -0.17
O 3.53 -6.00 2.30
C -1.95 3.49 0.86
C 0.30 -2.83 -0.10
C 3.40 -2.17 4.82
C -2.07 -3.03 5.03
C 2.23 -1.50 4.49
H 3.67 2.84 -4.11
C -0.42 2.36 3.26
C 1.07 3.69 0.87
C 0.96 4.49 -0.27
C 2.00 -4.52 -0.03
H -1.20 -2.91 1.43
C 3.28 2.38 -3.21
H 1.93 5.94 -1.52
H 0.05 4.49 -0.85
O 2.33 -7.47 0.96
C 3.59 1.46 -1.05
H 1.54 1.49 3.65
C 4.13 2.04 -2.16
H -4.56 -1.10 3.79
C 1.44 -3.41 -0.64
S 2.17 -6.39 1.92
H -4.92 3.17 -0.72
H 3.66 -2.30 5.86
Ir -0.14 0.33 0.38
C 2.25 3.71 1.62
C -2.98 2.89 0.14
C -3.56 -1.46 3.97
C 2.02 5.31 -0.64
C -3.36 -2.55 4.81
C 0.26 -4.47 1.64
As 0.25 -0.40 2.70

LUMO energy (spin up / spin down): -2.46 / -5.96 eV
spin multiplicity: 2
HOMO-LUMO gap (spin up / spin down): 8.47 / 4.97 eV
expectation value of S²: 0.76
charge: +1

Model 2:
This record from the Open Molecules 2025 dataset describes C37H34As2FIrN2O4S2 as an isolated structure. The level of theory is ωB97M-V/def2-TZVPD.

Cartesian coordinates (Å):
As 0.69 -2.27 1.13
C -3.77 -0.30 -2.46
C 0.16 -3.26 -4.32
H -0.17 1.24 -2.64
H -3.92 -0.84 0.89
H -3.36 -3.22 -2.72
C 1.03 -2.75 5.78
C 0.72 2.77 3.11
H -0.15 -4.17 -0.32
H -2.95 -4.51 -4.77
H 0.61 4.45 4.39
H 3.92 -4.19 -2.24
As -1.68 -1.56 -0.93
C -1.93 -3.07 0.28
H 3.74 -1.03 -4.65
H 1.14 -3.27 -4.76
C 3.57 -2.30 1.11
H 5.71 -2.16 1.08
C -0.56 -3.69 0.57
H -5.28 0.70 -3.61
O 0.61 -0.10 -7.29
H 5.93 -3.37 -1.06
C -1.17 3.98 1.56
H -6.77 1.04 -1.68
C 0.36 -1.66 5.25
C 2.89 -0.52 -4.21
H 2.12 -4.56 5.36
O 2.43 -1.69 -6.95
C 0.68 0.76 -3.09
H -0.03 0.96 -5.10
C -5.45 0.10 -0.28
H 3.48 -1.77 2.06
C -0.88 -3.97 -4.90
C 1.60 -3.70 4.94
C 3.82 -3.65 -1.30
H 1.10 -2.87 6.85
H 0.74 -2.00 -2.70
H 2.29 -0.35 -0.47
O 2.95 0.55 -7.31
C 1.52 -3.56 3.57
H 1.69 -3.79 -1.29
C -0.07 -2.53 -3.16
C 1.69 0.26 -2.29
H -6.10 0.27 0.57
H 1.79 1.19 -0.47
H -2.60 -3.80 -0.17
C -5.83 0.54 -1.54
C 4.95 -3.20 -0.64
H -3.12 -0.46 -3.31
C -4.99 0.35 -2.63
H 1.47 2.20 3.64
S 1.92 -0.33 -6.75
H -1.93 4.42 0.92
C 0.77 0.61 -4.46
N 0.27 2.18 1.98
H -2.38 -2.67 1.19
H -0.71 -4.53 -5.81
H -0.27 -0.67 3.44
H -0.61 -4.43 1.37
C 2.43 -2.76 0.45
F -1.64 -0.40 1.66
C 4.83 -2.52 0.56
Ir -0.18 -0.16 0.31
C -0.73 4.61 2.69
C 0.24 3.99 3.49
C -1.33 -2.50 -2.58
C 1.86 -0.05 -5.01
H 3.59 -0.75 -2.20
C 2.81 -0.36 -2.84
C 2.56 -3.43 -0.76
S -1.22 1.88 -0.21
C -0.67 2.72 1.19
O 0.86 1.00 1.68
N 1.57 0.27 -0.84
H 1.97 -4.30 2.92
H -0.09 -0.93 5.90
C -2.14 -3.96 -4.32
C -2.37 -3.23 -3.16
H -1.13 5.58 2.97
C -4.23 -0.54 -0.10
C 0.85 -2.46 3.04
C -3.40 -0.76 -1.20
C 0.27 -1.51 3.87

LUMO energy (spin up / spin down): -2.25 / -6.19 eV
spin multiplicity: 2
HOMO-LUMO gap (spin up / spin down): 8.44 / 4.50 eV
expectation value of S²: 0.76
charge: +1

model 1 is the most stable structure; the next one sits 6.6 kcal/mol above it.

Model 1:
This record from the Open Molecules 2025 dataset describes one molecule with the formula C18H36N2O2. The level of theory is ωB97M-V/def2-TZVPD.

Cartesian coordinates (Å):
C 4.21 -1.10 0.60
C 2.40 -0.22 2.09
H 4.81 -0.24 0.88
H 1.78 1.85 -2.13
H 0.10 3.90 0.63
C -4.15 0.73 1.78
C -1.16 1.22 -0.37
H -2.41 -1.26 -0.45
C 2.72 -0.74 0.68
H 0.79 -1.59 0.43
H -4.87 -2.39 -1.71
H -2.68 2.20 0.53
H 2.38 4.05 -0.09
H -1.48 3.29 -0.94
H 4.42 -1.93 1.28
H 2.63 -0.97 2.84
H -3.50 -1.72 -2.61
C 2.44 2.41 -1.46
C 1.82 -1.94 0.37
H -4.72 -0.07 2.23
H 4.48 -1.39 -0.41
H -0.29 2.40 -1.90
C 0.47 3.08 0.01
H 1.49 0.20 -0.72
H 1.96 -2.70 1.14
H 1.08 -2.82 -1.45
N -2.27 1.29 0.38
O -0.55 0.19 -0.61
H 3.01 -4.26 -1.96
C -0.67 2.56 -0.89
C -4.27 -0.42 -1.07
C -2.93 0.17 1.05
H 3.86 -3.67 -0.54
H -4.80 1.27 1.09
H 0.79 2.28 0.69
H 1.38 4.29 -1.53
H -1.09 -0.84 1.57
C -3.32 -0.90 0.02
C 1.69 3.56 -0.78
H 2.38 -4.61 -0.35
H 2.53 -1.85 -1.67
H 1.34 0.03 2.17
C -4.46 -1.48 -2.15
H -3.87 0.49 -1.53
C 2.88 -3.86 -0.96
H 2.99 0.67 2.29
H -2.45 -1.24 2.62
H -5.14 -1.13 -2.92
H -3.84 1.42 2.56
C 2.04 -2.58 -1.01
N 2.41 0.30 -0.30
C 3.04 1.48 -0.41
H -1.64 0.32 2.79
H 3.26 2.82 -2.05
O 4.02 1.81 0.24
H -3.78 -1.74 0.55
H -5.25 -0.17 -0.64
C -1.96 -0.44 2.08

structure (SMILES): CCCC(C)(C)NC(=O)CCCCC(=O)NC(C)(C)CCC
LUMO energy: 0.61 eV
HOMO-LUMO gap: 9.64 eV
charge: 0

Model 2:
This record from the Open Molecules 2025 dataset describes one molecule with the formula C18H36N2O2. The level of theory is ωB97M-V/def2-TZVPD.

Cartesian coordinates (Å):
H 2.74 -4.25 1.85
H -1.80 3.61 0.30
H -2.54 3.46 -5.84
C 1.11 -0.70 1.20
C -1.04 -1.76 0.36
C -3.75 1.83 -0.24
H -0.74 -0.83 2.28
C -0.42 -1.85 -1.04
C -0.33 -0.50 -1.76
H -4.11 0.87 -0.60
H 3.33 0.26 4.24
H -4.11 3.66 -5.05
C 4.25 -1.48 5.06
H 0.58 -2.28 -0.98
H 3.69 -0.09 2.02
H 5.25 -1.07 5.00
N 1.66 -1.80 1.74
H -1.41 4.12 -1.34
C 3.35 -0.81 4.02
H -1.04 -2.52 -1.64
C -1.67 0.21 -1.77
C -3.42 2.58 -2.61
H -4.28 3.24 -2.49
H -3.78 1.60 -2.91
H -0.94 -2.74 0.83
C -3.19 3.07 -5.06
H -3.45 2.04 -5.32
H -1.59 2.53 -3.74
C -0.41 -0.68 1.25
H -2.23 4.16 -3.49
H 4.89 -1.25 2.58
H -0.71 1.86 -1.09
H -0.03 -0.67 -2.80
C 3.64 -2.18 0.37
H -3.29 1.69 0.73
H -3.00 4.47 -0.66
H -4.60 2.50 -0.13
O -2.70 -0.34 -2.11
H 3.13 -2.95 -0.20
C -2.50 3.12 -3.70
H 3.86 -1.30 6.06
C 3.83 -1.02 2.58
N -1.61 1.49 -1.35
H -0.74 0.30 0.92
H 4.27 -3.75 2.57
H 0.44 0.12 -1.29
H 3.50 -1.22 -0.12
C -2.20 3.74 -0.70
C 3.09 -2.12 1.80
H 4.70 -2.42 0.39
H -2.10 -1.55 0.26
O 1.75 0.22 0.72
H 1.03 -2.51 2.09
H 4.30 -2.55 4.90
C -2.74 2.41 -1.24
H 2.33 -1.18 4.13
C 3.22 -3.49 2.46
H 2.76 -3.49 3.45

structure (SMILES): CCCC(C)(C)NC(=O)CCCCC(=O)NC(C)(C)CCC
LUMO energy: 0.71 eV
HOMO-LUMO gap: 10.10 eV
charge: 0

model 1 is the most stable structure; the next one sits 1.8 kcal/mol above it.